The following is a quantum chemistry calculation of a cluster of 8 separate species, C44H112N8O14 in total, from the Open Molecules 2025 dataset.

Last column: Mulliken spin population.
Positions of all 178 atoms, in Å:
C -6.19396 -5.59305 -4.52135  0.030
O -4.89261 -5.32050 -4.03606  -0.069
C -4.56334 -3.92984 -4.30080  0.029
C -3.08678 -3.67147 -3.96311  -0.009
N -2.91756 -2.23346 -3.89803  -0.083
C -1.53223 -1.98166 -3.64384  -0.098
C -1.37994 -0.44545 -3.79465  0.049
O -2.16851 0.25650 -2.80722  -0.049
C -2.67367 1.51882 -3.20395  0.079
H -6.48553 -6.64323 -4.53543  -0.020
H -6.23749 -5.49512 -5.60607  0.005
H -7.04082 -5.11435 -4.02964  0.008
H -5.14356 -3.30067 -3.62582  0.021
H -4.80750 -3.64916 -5.32536  0.003
H -2.52167 -4.17048 -4.75036  0.026
H -2.83856 -4.27477 -3.08990  0.054
H -3.53102 -1.82006 -3.21037  0.009
H -0.93734 -2.41325 -4.44879  -0.020
H -1.20937 -2.39225 -2.68714  0.094
H -1.63205 -0.06140 -4.78311  0.017
H -0.32290 -0.19083 -3.71763  -0.011
H -3.31314 1.46674 -4.08513  0.002
H -1.80819 2.08746 -3.54408  0.001
H -3.12281 1.95047 -2.30949  -0.003
C 2.43632 12.86887 3.74463  0.000
O 2.30538 13.53860 2.48495  0.000
C 0.97273 13.53124 2.10270  0.000
C 1.14048 13.04994 0.66856  0.000
N 1.32807 11.53279 0.54529  0.000
C 0.52728 10.77535 -0.41040  -0.002
C 0.73836 9.25653 -0.22946  0.007
O -0.04359 8.68275 0.77233  -0.014
C -0.15942 7.28932 0.75314  0.007
H 3.42814 12.90010 4.19565  0.000
H 2.10995 11.84242 3.57734  0.000
H 1.90089 13.32272 4.57856  0.000
H 0.86290 14.60155 1.92807  0.000
H 0.17622 13.07502 2.69053  0.000
H 1.69985 13.71955 0.01525  0.000
H 0.17730 13.23464 0.19290  0.000
H 2.29609 11.24781 0.58807  0.000
H 0.73628 10.92633 -1.46947  0.000
H -0.52882 10.99850 -0.25883  0.000
H 1.72418 9.01853 0.17006  0.001
H 0.58897 8.83342 -1.22282  0.000
H 0.74412 6.68094 0.71333  0.004
H -0.84193 6.92718 -0.01572  -0.002
H -0.68234 7.16719 1.70168  0.003
C -0.52581 -3.87244 3.37524  0.894
O 0.48116 -2.96501 3.84349  -0.740
C 0.60521 -2.89057 5.23183  0.774
C 1.71235 -1.83791 5.70063  -0.045
N 2.99873 -2.45651 6.01328  -0.100
C 3.69615 -2.93941 4.80558  0.137
C 4.63131 -2.01548 4.11693  0.042
O 5.31544 -2.55151 3.04627  -0.033
C 4.46101 -3.27570 2.09711  -0.066
H -1.45877 -3.61787 3.87812  0.208
H -0.20146 -4.85476 3.71865  -0.298
H -0.63271 -3.83681 2.29108  -0.048
H 0.91050 -3.84060 5.67041  0.143
H -0.27030 -2.55157 5.78560  -0.242
H 1.44631 -1.39086 6.65849  -0.102
H 1.79927 -0.92099 5.11772  0.076
H 2.71731 -3.19382 6.64359  -0.020
H 2.92966 -3.36331 4.15680  -0.003
H 4.26715 -3.82728 5.07715  0.018
H 5.32819 -1.62705 4.85961  0.013
H 4.19093 -1.06126 3.82777  0.008
H 4.19097 -4.30588 2.32929  -0.010
H 5.11811 -3.35137 1.23074  0.013
H 3.62179 -2.68443 1.73076  0.007
C 0.41513 -4.92146 -1.68732  0.097
O 1.75900 -5.26676 -1.60585  -0.142
C 1.94394 -6.67512 -1.53949  0.202
C 3.42647 -7.13349 -1.49082  -0.046
N 3.97124 -6.71929 -0.23193  -0.038
C 5.31578 -7.25957 0.00916  0.054
C 6.44700 -6.49939 -0.81559  -0.009
O 6.74169 -5.17686 -0.35531  0.000
C 7.70391 -5.12118 0.74553  0.007
H -0.07681 -5.12021 -2.63946  0.016
H 0.21081 -3.89871 -1.37056  -0.015
H -0.07819 -5.44175 -0.86632  0.002
H 1.48987 -7.16911 -2.39851  0.027
H 1.47616 -6.97712 -0.60242  -0.006
H 4.00516 -6.66792 -2.28860  -0.002
H 3.42793 -8.21168 -1.65083  -0.016
H 3.90066 -5.71466 -0.30834  0.011
H 5.46503 -8.33546 -0.08175  0.003
H 5.43762 -6.98924 1.05805  -0.013
H 6.30761 -6.50419 -1.89662  -0.003
H 7.38115 -7.05555 -0.73707  -0.001
H 7.46352 -5.86194 1.50815  0.006
H 7.74251 -4.16566 1.26859  0.001
H 8.70085 -5.33818 0.36197  -0.002
C 5.46978 1.70703 -7.05377  0.007
O 5.84884 0.36442 -6.96973  -0.005
C 7.11383 -0.05825 -6.44113  0.000
C 7.42543 0.46205 -5.05777  0.001
N 6.60632 0.19131 -3.97168  -0.002
C 6.85644 -1.06917 -3.18548  -0.001
C 5.61027 -1.40222 -2.50777  0.003
O 4.58133 -1.62538 -3.41525  -0.022
C 3.30540 -1.74923 -2.82299  -0.001
H 5.62200 2.19759 -6.09237  0.001
H 4.45668 1.93570 -7.38457  -0.002
H 5.94159 2.19555 -7.90631  0.000
H 7.77697 0.30910 -7.22433  0.000
H 7.06079 -1.14548 -6.38431  0.001
H 7.67357 1.52308 -5.08508  -0.001
H 8.33472 -0.09230 -4.82540  0.000
H 5.71382 0.10841 -4.43717  0.002
H 7.57434 -0.72167 -2.44252  0.000
H 7.25543 -1.93312 -3.71698  0.000
H 5.37685 -0.58729 -1.82256  0.000
H 5.79115 -2.22541 -1.81658  0.011
H 2.64569 -1.62659 -3.68198  0.011
H 3.11461 -0.96314 -2.09242  0.007
H 3.10741 -2.79369 -2.58214  -0.006
C 1.50475 0.05715 0.22842  0.105
O 0.44812 -0.54267 -0.40002  0.046
C -0.50881 -1.07171 0.49267  -0.469
C -1.65502 -0.12731 0.75743  -0.097
N -1.45003 0.54102 2.03220  -0.644
C -2.50420 1.44717 2.52185  0.538
C -2.74697 2.60246 1.61969  -0.141
O -1.76203 3.68045 1.83172  -0.053
C -0.39824 3.49418 1.27005  0.087
H 2.32852 -0.62023 0.45349  0.004
H 1.25030 0.62513 1.12326  -0.040
H 1.91510 0.82642 -0.42576  0.040
H -0.05419 -1.42268 1.41907  -0.112
H -0.81855 -1.98142 -0.02173  0.242
H -2.56165 -0.73228 0.74643  0.168
H -1.63791 0.63959 -0.01695  -0.014
H -0.96549 0.01458 2.74506  0.189
H -2.15163 1.75362 3.50668  0.085
H -3.35505 0.79260 2.71082  -0.103
H -3.65664 3.09439 1.96407  0.074
H -2.84781 2.39608 0.55416  0.008
H 0.20868 4.37289 1.48828  -0.017
H -0.44923 3.35047 0.19077  0.015
H -0.00974 2.53359 1.60831  -0.017
C -6.16476 -3.43566 3.27373  0.168
C -4.90510 -3.12103 2.49969  0.461
C -4.96398 -3.15208 0.96786  -0.276
O -5.48612 -4.39768 0.57084  -0.310
C -5.96302 -4.34287 -0.76592  0.237
N -4.23622 -1.97750 2.91299  -0.292
H -6.05697 -3.25983 4.34404  -0.275
H -6.38832 -4.47442 3.03064  0.027
H -7.05832 -2.90005 2.95315  0.052
H -4.17601 -3.92924 2.55731  0.169
H -4.03226 -3.02428 0.41680  0.292
H -5.64884 -2.40204 0.57225  -0.039
H -5.12986 -4.10619 -1.42767  0.039
H -6.80314 -3.65785 -0.88023  0.041
H -6.33627 -5.36493 -0.83048  0.031
H -3.26384 -2.03706 2.64644  0.103
H -4.23646 -1.67125 3.87545  -0.200
C -6.79041 2.88359 0.51152  -0.022
C -8.12253 2.47750 1.14858  0.049
C -8.03032 2.62137 2.70616  0.001
O -6.98648 1.84940 3.30635  -0.133
C -6.43010 2.49962 4.48861  0.156
N -9.30100 3.31526 0.75367  -0.013
H -6.46701 3.88907 0.78079  0.000
H -6.77366 2.81063 -0.57591  -0.027
H -6.10727 2.15016 0.93987  0.042
H -8.34506 1.42724 0.96008  0.021
H -9.00941 2.51684 3.17365  -0.006
H -7.77076 3.67682 2.78830  0.013
H -5.47021 2.02075 4.68204  -0.026
H -7.11993 2.38716 5.32501  0.000
H -6.32496 3.57364 4.33522  -0.005
H -10.14309 3.00762 1.21880  -0.003
H -9.53137 3.27920 -0.22904  -0.003

Forces on the atoms, in the same order (eV/Å):
-0.176 -1.067 -0.919
-0.611 0.761 -0.457
0.293 -0.853 0.986
-2.033 -0.888 -0.777
0.163 -1.793 -0.677
-0.366 2.607 -0.578
0.551 0.286 0.922
-0.013 -1.120 -0.271
1.393 -0.561 -0.214
0.761 -0.492 1.055
-0.028 1.103 -0.282
0.306 0.679 0.139
-0.401 0.105 0.024
0.067 -0.105 -0.134
0.446 0.598 -0.302
0.043 0.316 0.690
0.188 0.041 0.273
0.063 -0.200 0.032
0.351 0.290 0.229
-0.549 -0.556 -0.272
0.274 0.235 0.574
-0.583 -0.184 0.188
0.035 0.703 0.219
-0.167 0.134 -0.358
0.374 -0.121 0.150
1.834 -0.993 3.741
1.178 1.700 -3.563
-3.073 -2.537 -1.155
-0.021 1.973 0.437
0.436 -0.671 0.746
0.511 0.434 0.381
-0.824 0.666 -0.272
-1.268 -0.006 0.868
0.532 -0.122 -0.980
0.062 -0.160 0.455
-0.922 0.234 -0.301
-1.450 0.344 0.462
0.531 -0.250 0.156
1.174 -0.264 0.545
-0.634 -0.316 -0.071
-0.061 0.076 -0.207
0.266 0.575 -0.244
-0.057 0.013 0.078
0.889 0.421 -0.947
-0.126 -0.575 0.016
0.457 0.394 0.073
0.012 0.079 -0.388
0.173 -0.912 0.021
0.617 0.192 1.376
-0.031 0.598 -0.812
1.206 1.755 0.902
-0.398 -0.412 0.361
0.457 1.045 -0.812
-1.258 -2.055 0.944
-0.175 2.112 1.096
-0.573 -1.749 -1.160
1.724 0.912 -0.768
-0.364 -0.097 -0.186
-0.317 -0.469 -0.293
0.217 0.167 0.104
-0.036 -0.436 -0.031
-0.778 -0.229 -0.521
-0.745 -0.322 0.222
0.101 -0.451 -0.795
0.755 -0.435 -0.140
0.002 0.258 -0.623
0.332 -0.054 0.233
0.602 -0.509 0.079
-0.881 0.059 -0.400
-0.172 0.209 0.698
0.047 -0.148 -0.137
-0.322 0.043 0.553
-0.903 -0.042 1.428
1.537 0.166 -0.771
0.520 -0.178 -0.078
-1.443 0.963 -0.422
-0.041 -1.654 -0.233
0.753 3.067 -0.042
0.683 -0.844 1.157
0.017 0.426 0.753
-0.603 -0.792 -0.708
0.146 -0.185 -0.185
0.697 0.395 -0.494
-0.636 -0.541 -0.199
-0.392 0.015 -0.110
-0.145 -0.535 -0.017
-0.154 -0.086 -0.670
0.083 -0.103 0.289
0.764 0.323 0.791
-0.691 0.012 -0.294
0.754 -0.304 0.166
-0.661 0.499 0.036
0.199 -0.462 0.283
-0.092 -0.171 0.002
-0.505 0.224 -0.563
0.113 -0.057 -0.105
0.810 0.580 -0.122
-1.930 -1.309 0.007
-1.495 1.145 -0.550
3.477 0.199 -0.886
-2.340 -1.332 0.515
0.786 2.070 -1.007
-0.596 -0.245 1.800
0.312 0.016 -0.168
-0.292 -0.353 -1.741
0.167 0.476 -0.167
-0.639 -1.277 0.586
1.150 0.389 0.249
1.061 -0.341 0.461
-0.054 0.000 -0.409
0.119 0.189 -0.171
0.879 0.467 -0.210
-0.962 -0.226 0.788
0.227 -0.562 0.179
0.085 0.082 -0.506
-0.377 0.489 -0.049
-0.146 -0.675 -0.104
-0.373 0.473 0.119
-0.066 -0.389 0.322
0.141 0.066 1.120
1.392 1.431 0.189
-0.416 -0.214 -0.295
0.077 -0.819 -0.770
0.442 -0.019 0.987
0.605 0.952 -0.270
1.297 -2.397 0.195
0.723 2.038 0.696
1.003 -0.410 -0.783
-2.037 -0.940 0.073
0.042 -0.354 0.203
-0.314 -0.265 0.323
0.115 -0.010 -0.363
0.213 0.119 0.233
-0.566 -0.060 0.081
-0.565 0.213 -0.185
-0.383 -0.318 -0.316
-0.387 -0.184 -0.055
-0.197 0.534 -0.048
-0.911 0.494 -0.223
-0.202 -0.030 -0.212
0.098 -0.302 -0.002
-0.206 -0.200 0.310
-0.207 0.355 -0.351
0.362 0.325 0.519
-0.393 -0.455 -0.895
0.940 -1.777 -0.964
-1.859 0.317 -0.328
-0.330 0.129 0.000
0.158 -1.192 1.409
1.230 3.113 0.094
0.237 -0.245 -0.039
-0.100 -0.170 0.519
0.163 0.470 -0.175
-0.282 -1.060 1.066
0.683 0.334 0.583
-0.125 0.619 0.128
-0.160 -0.128 -0.409
0.023 0.333 -0.032
0.034 0.027 -1.089
0.247 0.216 -0.029
-0.443 -0.524 0.175
-0.545 -0.517 0.339
-0.971 0.021 0.782
1.021 0.898 -0.884
-0.307 0.860 0.253
-0.782 -0.650 -1.004
0.691 0.108 0.250
-0.159 0.033 0.172
-0.143 -0.150 -0.005
0.437 0.177 -0.246
0.295 -0.237 -0.337
-0.106 -0.507 0.162
-0.028 0.333 0.401
-0.149 0.080 0.070
0.055 -0.233 0.210
0.274 0.066 -0.246
0.025 -0.157 0.275
0.436 -0.143 -0.198

Its multiplicity is 2. The value obtained for the frontier orbital gap (alpha / beta) is 1.4 / 8.0 eV. For the energy relative to the best compared isomer or geometry (same formula, charge and spin), the calculation gives 0.00 kcal per mole. As for the expectation value of S²: 0.7508. For the highest occupied orbital energy (alpha / beta), the calculation gives 0.682 / -5.863 eV. As for the net charge: -1.